This record from the OMol25 dataset describes a 14-piece molecular cluster, C42H98N14O14 overall. The level of theory is the ωB97M-V functional and the def2-TZVPD basis.

Output
* E_tot: -3478.87447 Ha
* strongest force on any atom: 0.090 hartree/bohr
* charge: 0
* Kohn-Sham gap: 0.2877 Eh
* E_LUMO: -0.5 eV
* energy relative to the best compared isomer or geometry (same formula, charge and spin): 12.834 eV

Atoms and positions in Å:
C -0.698 -5.280 -3.187
O -0.557 -4.562 -4.177
N -0.079 -5.041 -1.988
C 0.116 -6.131 -1.062
C 0.745 -3.824 -1.836
H -1.207 -6.256 -3.239
H 0.225 -5.704 -0.065
H 1.035 -6.647 -1.340
H -0.742 -6.803 -1.080
H 1.793 -4.067 -1.660
H 0.633 -3.127 -2.666
H 0.520 -3.216 -0.960
C -3.793 4.711 1.822
O -2.725 4.034 1.742
N -4.289 5.039 3.013
C -5.497 5.839 3.013
C -3.578 5.085 4.236
H -4.453 5.002 0.990
H -5.263 6.864 3.301
H -6.346 5.458 3.580
H -5.935 5.989 2.026
H -3.226 6.060 4.571
H -4.214 4.676 5.021
H -2.657 4.503 4.276
C 0.155 4.660 -6.281
O 0.785 4.362 -7.283
N -0.717 3.821 -5.685
C -1.050 2.442 -6.096
C -1.388 4.198 -4.430
H 0.232 5.559 -5.651
H -1.955 2.326 -6.692
H -1.068 1.826 -5.197
H -0.122 2.033 -6.496
H -1.527 5.273 -4.315
H -2.449 3.960 -4.493
H -0.809 3.878 -3.563
C -6.068 2.166 -2.461
O -7.083 2.158 -1.853
N -4.898 1.925 -1.897
C -3.684 1.878 -2.637
C -4.777 1.679 -0.441
H -5.969 2.438 -3.523
H -3.784 2.221 -3.667
H -3.340 0.844 -2.603
H -2.902 2.559 -2.299
H -5.703 1.846 0.109
H -4.631 0.636 -0.161
H -3.949 2.255 -0.027
C 3.706 3.191 3.647
O 4.159 4.056 2.944
N 2.665 2.357 3.334
C 1.666 2.765 2.385
C 2.463 1.031 3.999
H 4.097 2.886 4.630
H 1.571 2.087 1.537
H 1.834 3.781 2.026
H 0.624 2.734 2.704
H 2.506 0.288 3.203
H 3.287 0.731 4.647
H 1.617 1.008 4.685
C 4.485 2.089 -4.426
O 5.456 1.988 -5.178
N 3.224 1.835 -4.877
C 3.042 1.400 -6.250
C 1.993 2.004 -4.063
H 4.571 2.307 -3.350
H 3.897 1.619 -6.889
H 2.268 2.025 -6.695
H 2.773 0.345 -6.193
H 1.482 2.870 -4.482
H 1.336 1.144 -4.194
H 2.189 2.275 -3.026
C -0.263 -0.943 5.311
O 0.064 -0.951 4.118
N 0.642 -1.295 6.294
C 0.225 -1.407 7.700
C 1.994 -1.728 6.031
H -1.265 -0.809 5.749
H 0.754 -0.680 8.317
H 0.622 -2.350 8.077
H -0.835 -1.193 7.833
H 2.676 -0.928 6.318
H 2.085 -2.539 6.753
H 2.136 -2.007 4.987
C -1.060 -1.165 -6.787
O 0.069 -1.571 -6.923
N -1.533 -0.828 -5.578
C -2.934 -0.315 -5.307
C -0.716 -1.115 -4.384
H -1.790 -0.867 -7.556
H -2.972 0.694 -4.897
H -3.441 -0.967 -4.596
H -3.689 -0.296 -6.092
H -1.205 -1.807 -3.699
H 0.186 -1.667 -4.649
H -0.320 -0.225 -3.894
C 4.838 -4.209 1.756
O 4.436 -4.724 0.702
N 4.271 -3.086 2.280
C 4.579 -2.603 3.633
C 2.943 -2.599 1.845
H 5.701 -4.568 2.337
H 4.932 -1.574 3.560
H 5.457 -3.144 3.986
H 3.812 -2.688 4.403
H 3.036 -1.521 1.709
H 2.612 -3.032 0.901
H 2.157 -2.818 2.568
C 6.601 2.386 -0.249
O 6.118 2.927 -1.298
N 6.077 1.330 0.342
C 6.325 1.147 1.802
C 5.098 0.378 -0.278
H 7.402 2.817 0.371
H 5.333 1.018 2.234
H 6.662 2.070 2.275
H 7.018 0.317 1.945
H 4.102 0.411 0.164
H 4.955 0.730 -1.300
H 5.394 -0.668 -0.195
C 0.630 -0.448 0.456
O 1.568 -0.838 -0.295
N -0.417 0.228 0.007
C -1.575 0.261 0.967
C -0.698 0.817 -1.397
H 0.568 -0.724 1.520
H -1.908 1.298 0.989
H -1.457 -0.060 2.002
H -2.410 -0.305 0.554
H 0.182 0.769 -2.038
H -1.376 0.181 -1.965
H -1.134 1.816 -1.415
C 5.756 -1.482 -3.460
O 6.927 -1.535 -3.127
N 4.713 -1.879 -2.725
C 3.355 -1.931 -3.288
C 4.848 -2.793 -1.596
H 5.462 -1.017 -4.414
H 2.861 -2.859 -3.574
H 3.193 -1.264 -4.135
H 2.717 -1.521 -2.505
H 4.456 -3.764 -1.899
H 5.845 -3.006 -1.209
H 4.179 -2.629 -0.751
C -4.035 0.773 3.431
O -4.367 0.445 2.239
N -4.763 0.351 4.492
C -4.268 0.665 5.851
C -5.765 -0.622 4.365
H -3.180 1.427 3.665
H -3.810 1.652 5.782
H -3.572 -0.001 6.360
H -5.140 0.803 6.490
H -5.469 -1.626 4.063
H -6.499 -0.690 5.168
H -6.386 -0.231 3.559
C -4.789 -4.533 0.544
O -4.581 -3.969 -0.563
N -4.082 -4.178 1.634
C -4.209 -5.041 2.846
C -3.282 -2.954 1.858
H -5.400 -5.425 0.752
H -3.194 -5.183 3.218
H -4.550 -6.059 2.654
H -4.808 -4.562 3.620
H -2.342 -3.276 2.307
H -3.232 -2.376 0.936
H -3.866 -2.408 2.599



This record from the OMol25 dataset describes a 10-piece molecular cluster, C42H98N2O10S10 overall. The level of theory is the ωB97M-V functional and the def2-TZVPD basis.

Output
* E_tot: -6502.57091 Ha
* strongest force on any atom: 0.032 hartree/bohr
* charge: 0
* Kohn-Sham gap: 0.3145 Eh
* E_LUMO: 0.3 eV

Atoms and positions in Å:
C -4.414 0.972 1.588
C -5.583 -0.013 1.395
C -5.191 -1.503 1.366
C -3.969 -1.862 0.512
C -4.353 -2.032 -0.966
C -3.151 -1.982 -1.942
C -2.685 -3.400 -2.276
C -1.640 -3.546 -3.393
C -0.456 -2.566 -3.489
C 0.789 -2.978 -2.675
C 0.461 -3.562 -1.301
C 1.644 -3.511 -0.330
C 1.891 -2.141 0.338
C 0.613 -1.395 0.712
C 0.843 -0.083 1.471
C 1.250 1.158 0.670
N 1.887 2.088 1.689
C 1.179 2.629 2.493
S 0.244 3.242 3.603
C 0.209 1.893 -0.160
C 0.231 1.134 -1.499
C -0.261 1.970 -2.679
C 0.696 3.128 -3.030
C 0.120 4.529 -2.748
C 0.297 5.537 -3.907
N 1.614 0.637 -1.631
C 2.308 0.958 -0.429
O 3.482 1.136 -0.322
H -4.675 1.707 2.351
H -3.510 0.469 1.929
H -4.216 1.522 0.668
H -6.157 0.252 0.505
H -6.268 0.123 2.236
H -5.047 -1.823 2.403
H -6.049 -2.055 0.972
H -3.613 -2.838 0.862
H -3.137 -1.166 0.634
H -4.800 -3.021 -1.074
H -5.077 -1.264 -1.256
H -2.328 -1.466 -1.431
H -3.374 -1.398 -2.839
H -2.378 -3.896 -1.352
H -3.569 -3.949 -2.610
H -1.234 -4.560 -3.325
H -2.167 -3.496 -4.350
H -0.165 -2.544 -4.544
H -0.720 -1.535 -3.235
H 1.460 -2.116 -2.589
H 1.343 -3.716 -3.265
H -0.443 -3.113 -0.894
H 0.224 -4.620 -1.446
H 2.537 -3.731 -0.929
H 1.596 -4.302 0.419
H 2.444 -2.335 1.263
H 2.575 -1.555 -0.283
H -0.026 -1.252 -0.161
H 0.059 -2.065 1.377
H -0.094 0.174 1.978
H 1.578 -0.250 2.260
H 0.673 2.873 -0.346
H -0.768 2.060 0.282
H -0.502 0.323 -1.397
H -0.362 1.288 -3.530
H -1.272 2.310 -2.441
H 0.962 3.031 -4.084
H 1.613 2.987 -2.454
H -0.947 4.483 -2.512
H 0.608 4.890 -1.845
H 0.847 6.414 -3.564
H -0.677 5.878 -4.264
H 0.822 5.089 -4.751
H 1.587 -0.367 -1.769
C 5.268 -7.188 2.773
S 4.848 -6.269 1.287
O 4.137 -5.042 1.725
C 3.598 -7.416 0.695
H 6.011 -6.611 3.319
H 4.375 -7.316 3.386
H 5.685 -8.156 2.496
H 2.820 -7.526 1.450
H 4.062 -8.378 0.477
H 3.173 -6.999 -0.215
C 4.881 4.856 -0.530
S 3.775 6.060 -1.270
O 2.384 5.586 -0.991
C 4.124 5.630 -2.977
H 4.775 4.929 0.551
H 4.609 3.853 -0.863
H 5.907 5.092 -0.810
H 3.902 4.576 -3.148
H 5.171 5.839 -3.193
H 3.494 6.242 -3.619
C -7.569 -4.246 -3.392
S -6.888 -5.372 -2.172
O -5.418 -5.123 -2.120
C -7.135 -6.861 -3.134
H -7.465 -3.234 -3.004
H -7.013 -4.344 -4.324
H -8.622 -4.481 -3.541
H -6.598 -6.781 -4.080
H -8.201 -7.001 -3.299
H -6.737 -7.698 -2.562
C -0.990 -5.756 3.999
S -2.082 -4.945 2.824
O -1.211 -4.312 1.800
C -2.615 -3.632 3.929
H -0.514 -6.588 3.485
H -0.233 -5.049 4.339
H -1.575 -6.129 4.840
H -1.745 -3.073 4.275
H -3.155 -4.063 4.772
H -3.277 -2.977 3.365
C 4.972 7.868 -7.880
S 5.389 6.215 -7.309
O 4.320 5.804 -6.364
C 6.801 6.712 -6.314
H 4.075 7.788 -8.490
H 4.780 8.510 -7.021
H 5.792 8.262 -8.480
H 6.481 7.436 -5.564
H 7.569 7.140 -6.959
H 7.190 5.821 -5.825
C 7.332 2.536 3.500
S 6.239 3.692 2.662
O 6.172 4.915 3.506
C 4.727 2.774 2.950
H 8.337 2.950 3.472
H 7.008 2.418 4.535
H 7.313 1.579 2.979
H 4.587 2.644 4.025
H 4.779 1.809 2.446
H 3.905 3.347 2.535
C 3.601 9.824 2.919
S 3.978 8.294 2.052
O 4.509 8.682 0.719
C 2.274 7.778 1.811
H 4.543 10.329 3.122
H 2.971 10.452 2.288
H 3.097 9.593 3.858
H 1.737 8.548 1.256
H 1.810 7.608 2.783
H 2.278 6.852 1.237
C -9.508 -8.811 -0.505
S -10.774 -7.986 -1.475
O -10.063 -7.055 -2.394
C -11.426 -6.985 -0.136
H -8.947 -9.459 -1.176
H -8.844 -8.066 -0.066
H -9.981 -9.412 0.272
H -10.628 -6.368 0.277
H -11.846 -7.637 0.630
H -12.209 -6.352 -0.548
C 1.420 3.178 6.938
S 1.700 1.876 8.142
O 0.721 2.079 9.241
C 3.282 2.498 8.726
H 0.451 3.004 6.481
H 1.426 4.146 7.440
H 2.195 3.138 6.172
H 3.155 3.511 9.106
H 4.003 2.482 7.908
H 3.621 1.842 9.526